--- i ---
A cluster of 3 separate species, C4H14NO3 in total, computed with ωB97M-V with the def2-TZVPD basis set.

Atoms and positions in Å:
O 0.182 -1.806 -1.860
O 0.850 1.181 -2.275
O -1.768 -0.940 2.196
N -0.678 0.459 0.123
C -1.638 1.781 0.200
C -0.650 -0.723 2.495
C 1.295 -0.849 0.738
C 0.198 0.145 1.283
H 1.272 0.511 -2.893
H 0.823 -1.789 0.517
H -0.137 0.518 -0.878
H 0.744 1.058 1.705
H -0.521 -1.968 -2.495
H 2.080 -0.657 -0.069
H 1.996 -1.095 1.519
H -1.316 -0.370 -0.010
H -1.147 2.343 1.109
H 1.748 1.779 -2.209
H -0.063 -0.983 3.372
H 0.807 -2.621 -1.984
H -2.656 1.763 0.144
H -1.421 2.263 -0.729

## Properties
Molar mass ... 124.160 g/mol
LUMO level ... -2.9 eV
Charge ... +1
HOMO energy ... -13.96 eV
Kohn-Sham gap ... 11.0 eV

Atomic partial charges in e from the Löwdin method, atoms 1 to 2: -0.094 -0.134

--- ii ---
A cluster of 2 separate species, C4H14NO3 in total, computed with ωB97M-V with the def2-TZVPD basis set.

Atoms and positions in Å:
O 0.284 -2.368 -1.628
O 1.971 0.382 2.729
O -2.303 1.243 0.467
N 0.154 0.561 -2.148
C -0.138 -0.161 -0.803
C 0.024 0.796 0.363
C 0.781 -1.381 -0.709
C -1.228 0.751 1.240
H 0.925 -1.833 0.269
H -1.141 -0.568 -0.925
H 2.142 1.136 3.315
H -1.091 1.352 2.149
H 1.734 -1.146 -1.211
H 0.168 1.855 0.102
H 1.015 0.204 -2.555
H 2.453 -0.335 3.177
H -0.638 0.410 -2.767
H -1.406 -0.260 1.595
H -0.171 -3.104 -1.207
H 0.963 0.554 0.845
H 0.244 1.539 -1.885
H -2.788 1.913 0.957

## Properties
Molar mass ... 124.160 g/mol
LUMO level ... -3.0 eV
Charge ... +1
HOMO energy ... -14.08 eV
Kohn-Sham gap ... 11.0 eV

Atomic partial charges in e from the Löwdin method, atoms 1 to 2: -0.061 -0.061

Which of them is the most stable, and which is the least stable? ii and i, in that order.

--- i ---
The molecule C7H14N4O, computed with ωB97M-V with the def2-TZVPD basis set.

Atoms and positions in Å:
O 1.765 -2.592 -0.541
N -0.144 0.476 -0.768
N 0.443 -4.469 -0.441
N 0.299 -1.046 -0.674
N 1.579 -1.263 -0.631
C -0.051 2.634 0.067
C 0.560 -3.215 -0.483
C 1.578 1.087 0.874
C -0.412 -2.168 -0.584
C -0.798 0.731 1.601
C -1.452 0.571 -1.406
C 0.088 1.172 0.446
H -0.948 1.221 2.554
H 1.275 -5.015 -0.603
H -1.887 0.618 1.335
H 2.252 1.586 0.064
H -1.201 0.740 -2.475
H 0.587 3.264 0.686
H 0.052 2.772 -1.007
H -0.545 -0.247 2.002
H -1.049 2.846 0.381
H -2.252 1.294 -1.021
H -1.963 -0.403 -1.427
H 1.734 1.694 1.734
H -1.454 -2.304 -0.737
H 1.943 0.017 1.053

## Properties
Molar mass ... 170.216 g/mol
LUMO level ... 0.6 eV
Charge ... 0
HOMO energy ... -7.59 eV
Kohn-Sham gap ... 8.2 eV

Atomic partial charges in e from the Löwdin method, atoms 1 to 2: 0.048 -0.027

--- ii ---
A cluster of 2 separate species, C7H14N4O in total, computed with ωB97M-V with the def2-TZVPD basis set.

Atoms and positions in Å:
O 3.345 -2.438 0.722
N -3.581 2.695 -0.131
N 1.042 -1.169 1.161
N 2.085 0.889 0.866
N 4.616 -0.568 1.021
C -1.932 -1.532 -1.278
C -3.076 1.786 -1.204
C -2.196 2.192 -0.106
C 3.436 -1.237 0.922
C -3.576 0.349 -1.264
C -2.479 -0.483 -1.884
C 2.150 -0.381 0.974
H -1.933 1.427 0.626
H -2.119 -0.141 -2.851
H 1.166 -2.149 0.911
H -4.480 0.304 -1.875
H -1.397 2.898 -0.312
H 0.164 -0.726 0.931
H -2.941 2.272 -2.189
H 5.408 -1.177 1.168
H -2.296 -1.834 -0.289
H -1.134 -2.095 -1.755
H 4.651 0.292 1.561
H 3.029 1.273 0.674
H -4.144 2.114 0.507
H -3.826 -0.037 -0.262

## Properties
SMILES string ... [H]/N=C(/N)C(N)=O.C=CC[C@@H]1CN1
Molar mass ... 170.216 g/mol
LUMO level ... 0.8 eV
Charge ... 0
HOMO energy ... -9.36 eV
Kohn-Sham gap ... 10.1 eV

Atomic partial charges in e from the Löwdin method, atoms 1 to 2: 0.058 0.020

Which of them is the most stable, and which is the least stable? ii and i, in that order.

--- i ---
The molecule CH4NO2PS, computed with ωB97M-V with the def2-TZVPD basis set.

Atoms and positions in Å:
S -0.262 1.048 2.475
P -0.031 0.076 0.737
O 1.546 -0.488 0.326
O -1.712 -1.838 -0.084
N -0.696 0.931 -0.548
C -0.649 -1.601 0.458
H 2.305 -0.012 0.673
H -0.191 -2.451 0.905
H -0.545 0.235 -1.275
H -1.747 1.020 -0.512

## Properties
SMILES string ... N[P@@](O)(=S)C=O
Molar mass ... 125.089 g/mol
LUMO level ... -0.5 eV
Charge ... 0
HOMO energy ... -9.35 eV
Kohn-Sham gap ... 8.9 eV

Atomic partial charges in e from the Löwdin method, atoms 1 to 2: 0.177 0.260

--- ii ---
A cluster of 2 separate species, CH4NO2PS in total, computed with ωB97M-V with the def2-TZVPD basis set.

Atoms and positions in Å:
S 2.842 1.664 0.050
P 1.395 0.713 -0.890
O -1.076 1.190 0.501
O -2.795 0.298 -0.646
N 1.478 -0.835 -0.233
C -2.223 1.055 0.280
H 0.781 -1.491 -0.514
H -3.072 1.502 0.793
H -2.084 -0.067 -1.220
H 2.176 -0.952 0.459

## Properties
SMILES string ... NP=S.O=CO
Molar mass ... 125.089 g/mol
LUMO level ... -0.1 eV
Charge ... 0
HOMO energy ... -8.68 eV
Kohn-Sham gap ... 8.6 eV

Atomic partial charges in e from the Löwdin method, atoms 1 to 2: 0.016 0.345

Which of them is the most stable, and which is the least stable? ii and i, in that order.